Record 1
The following is a DFT calculation (ωB97M-V/def2-TZVPD) of a molecular structure, C25H32F4N4ReSSe.

The geometry in XYZ format:
```
68
Properties=species:S:1:pos:R:3
C -1.979 1.695 -2.063
C -0.662 -5.087 -0.535
H 1.395 -0.380 3.323
F 4.574 2.516 -2.646
H -2.028 -1.452 -0.819
H -1.655 3.475 -0.853
H -1.525 1.271 -2.953
H 0.457 4.190 2.138
C 0.889 -3.357 -1.267
H 1.703 -1.953 -2.708
S -0.909 1.504 2.206
C 0.258 -4.584 -1.445
H 2.009 -3.649 -3.064
C 1.523 4.199 -0.545
H -1.616 -4.739 1.350
C 0.530 2.251 2.886
H -1.205 -2.119 -2.925
H -1.436 -0.560 -3.691
H -4.067 0.897 -0.853
F 2.872 6.030 -0.026
H -3.155 -0.789 -2.001
C -3.516 -0.153 0.923
F 0.502 4.756 0.142
H -3.132 1.872 0.271
C -3.227 0.871 -0.155
C 2.049 3.758 3.488
H -0.608 -1.352 2.074
C -0.576 -2.437 2.166
C 2.730 4.859 -0.638
H 2.915 -2.838 -1.794
N -1.994 0.636 -0.991
H 0.513 -5.172 -2.319
C 1.932 -2.921 -2.261
H -1.036 -6.857 -1.701
C 2.339 2.593 4.115
N 0.924 3.522 2.735
H -3.001 1.991 -2.297
H -3.795 -1.122 0.512
H 2.534 4.717 3.519
H 0.385 0.111 4.708
C 0.538 -2.614 -0.131
H -2.685 -0.292 1.613
H -0.140 -0.782 -2.511
C -1.316 -6.421 -0.744
C 2.380 2.409 -1.868
C 3.594 3.077 -1.956
H 3.132 2.345 4.799
Re -0.148 0.837 0.141
C 1.321 0.283 4.183
H -1.023 -7.116 0.044
C -1.144 2.870 -1.606
C -2.128 -0.726 -1.627
H -4.362 0.209 1.506
H 4.727 4.818 -1.425
C 3.781 4.301 -1.345
N 1.390 1.672 3.731
C -0.333 -3.112 0.847
H 2.154 0.102 4.854
H -0.902 3.517 -2.449
H -1.515 -2.768 2.607
Se 1.420 -0.891 -0.008
H -2.402 -6.332 -0.711
C 1.322 2.958 -1.150
C -0.934 -4.339 0.608
H 0.222 -2.683 2.872
C -1.167 -1.044 -2.753
N 0.087 2.286 -1.041
F 2.223 1.242 -2.486
```

Results
* HOMO energy (spin up / spin down): -13.87 / -13.85 eV
* E: -121572.040 eV
* frontier orbital gap (spin up / spin down): 6.734 / 6.631 eV
* charge: +2
* spin multiplicity: 2
* LUMO (spin up / spin down): -7.14 / -7.22 eV

Partial atomic charges computed with the natural (NBO) method, in multiples of e: atom 1 (C): -0.240, atom 2 (C): 0.035, atom 3 (H): 0.231, atom 4 (F): -0.269, atom 5 (H): 0.228, atom 6 (H): 0.212, atom 7 (H): 0.238, atom 8 (H): 0.465, atom 9 (C): -0.058, atom 10 (H): 0.220, atom 11 (S): -0.024, atom 12 (C): -0.166, atom 13 (H): 0.244, atom 14 (C): 0.340, atom 15 (H): 0.225, atom 16 (C): 0.227, atom 17 (H): 0.257, atom 18 (H): 0.226, atom 19 (H): 0.219, atom 20 (F): -0.279, atom 21 (H): 0.222, atom 22 (C): -0.640, atom 23 (F): -0.324, atom 24 (H): 0.213, atom 25 (C): -0.226, atom 26 (C): -0.043, atom 27 (H): 0.187, atom 28 (C): -0.625, atom 29 (C): 0.337, atom 30 (H): 0.237, atom 31 (N): -0.403, atom 32 (H): 0.221, atom 33 (C): -0.646, atom 34 (H): 0.231, atom 35 (C): -0.030, atom 36 (N): -0.474, atom 37 (H): 0.237, atom 38 (H): 0.232, atom 39 (H): 0.269, atom 40 (H): 0.242, atom 41 (C): -0.126, atom 42 (H): 0.208, atom 43 (H): 0.214, atom 44 (C): -0.641, atom 45 (C): 0.333, atom 46 (C): 0.361, atom 47 (H): 0.263, atom 48 (Re): 0.954, atom 49 (C): -0.414, atom 50 (H): 0.243, atom 51 (C): -0.256, atom 52 (C): -0.238, atom 53 (H): 0.258, atom 54 (H): 0.280, atom 55 (C): -0.290, atom 56 (N): -0.294, atom 57 (C): -0.059, atom 58 (H): 0.246, atom 59 (H): 0.248, atom 60 (H): 0.239, atom 61 (Se): 0.187, atom 62 (H): 0.235, atom 63 (C): -0.033, atom 64 (C): -0.215, atom 65 (H): 0.234, atom 66 (C): -0.641, atom 67 (N): -0.558, atom 68 (F): -0.283


Record 2
The following is a DFT calculation (ωB97M-V/def2-TZVPD) of 12 unconnected molecules or ions with the total composition C28H84N12O12 at a distorted geometry.

The geometry in XYZ format:
```
136
Properties=species:S:1:pos:R:3
C -22.382 -4.520 -5.759
H -20.764 -4.359 -1.060
O -17.172 -10.322 -3.130
H -22.394 -4.810 -1.198
H -25.802 -6.794 -9.326
C -21.063 -10.089 -3.591
H -19.718 -9.982 2.387
N -20.615 -3.292 1.235
C -19.757 -7.494 1.897
H -19.254 -9.103 -6.779
H -19.203 -8.019 -5.386
H -22.726 -9.961 -6.599
H -22.041 -3.574 -5.296
H -21.195 -10.490 1.755
N -18.381 -14.151 -1.446
C -18.416 -7.070 -7.110
N -22.343 -10.314 -7.493
H -18.001 -3.042 -3.367
C -18.973 -6.488 3.842
H -18.705 -7.740 1.665
H -26.049 -6.595 -2.634
H -15.651 -8.923 -2.902
H -19.055 -4.478 -7.866
N -20.600 -9.742 1.990
H -19.160 -5.841 -3.136
H -24.701 -14.189 -2.672
H -21.229 -7.308 -3.892
H -21.611 -10.996 -3.450
N -17.368 -7.340 -8.035
C -22.440 -9.872 -9.918
H -26.080 -4.566 0.274
H -27.175 -8.067 -5.965
H -17.204 -6.447 -8.435
H -23.188 -8.280 -3.605
C -17.869 -6.083 -6.091
H -13.918 -10.355 -3.630
O -23.797 -5.898 -1.642
H -18.552 -15.122 -1.271
H -22.656 -11.277 -7.590
N -26.881 -8.957 -5.618
N -23.057 -8.766 -2.719
O -25.654 -7.891 -4.046
H -22.651 -8.526 -8.286
H -19.169 -6.369 -1.442
C -20.828 -8.437 1.372
H -22.165 -6.913 1.202
C -25.966 -8.956 -4.604
O -23.845 -6.279 -5.709
H -24.837 -10.619 -8.917
H -24.555 -6.713 -5.194
O -19.470 -7.894 -2.808
H -22.973 -8.505 1.416
N -25.463 -10.183 -4.151
H -21.661 -5.292 -5.506
H -20.631 -1.912 -2.344
C -18.660 -8.291 -6.308
H -22.116 -14.598 -4.109
H -21.446 -9.246 -1.597
H -21.143 -9.757 -4.651
H -15.019 -11.521 -4.348
H -17.801 -6.764 -2.596
H -23.025 -9.340 -10.677
C -18.672 -2.624 -2.543
O -25.121 -8.635 -9.320
H -21.199 -7.026 -2.118
C -21.798 -3.860 0.662
C -21.606 -9.023 -2.651
H -27.016 -9.783 -6.154
O -22.862 -3.923 1.282
H -15.088 -11.338 -2.660
H -19.414 -11.375 -0.145
H -17.997 -6.573 3.352
C -18.872 -6.658 -2.459
H -18.489 -6.006 -5.206
O -18.847 -3.446 -1.402
C -22.043 -13.511 -3.972
H -18.179 -2.984 -7.247
H -23.735 -4.950 -4.061
H -22.636 -13.813 -1.975
C -18.488 -3.984 -7.081
H -26.979 -5.824 -1.436
N -21.702 -4.245 -0.719
H -25.746 -11.076 -4.552
H -20.754 -8.437 0.254
H -17.456 -13.802 -1.330
H -19.368 -6.739 -7.525
H -19.360 -5.475 3.750
H -16.980 -6.643 -5.716
H -24.604 -4.327 -5.447
C -14.881 -10.776 -3.559
H -22.954 -12.152 -2.577
C -20.028 -2.413 -3.101
H -18.215 -11.658 -1.344
H -19.854 -3.251 0.571
H -17.887 -9.690 -3.276
C -24.941 -5.526 -1.214
N -26.099 -5.921 -1.890
H -25.628 -7.498 -7.725
H -17.615 -7.953 -8.780
C -25.148 -7.394 -8.709
H -20.493 -3.307 -3.486
H -19.969 -6.588 1.322
H -24.217 -6.848 -8.715
N -25.153 -4.787 -0.055
H -20.977 -13.203 -3.841
O -17.427 -4.898 -6.683
C -23.727 -4.948 -5.134
H -24.790 -9.476 -7.466
C -23.013 -9.511 -8.544
H -21.399 -9.741 -10.087
C -24.498 -9.660 -8.519
H -16.159 -9.330 -4.590
C -20.855 -7.705 -2.918
C -22.161 -7.861 1.746
H -22.712 -10.900 -10.095
H -22.493 -4.403 -6.841
H -20.023 -1.712 -3.946
H -18.068 -3.895 -1.074
H -17.665 -8.709 -6.165
H -24.602 -10.163 -3.617
O -20.278 -13.882 -0.265
H -23.422 -8.148 -1.984
H -19.162 -3.903 -6.241
H -22.154 -7.727 2.831
H -20.045 -10.340 -3.253
O -24.274 -13.489 -3.167
N -19.048 -12.019 -0.848
H -20.685 -2.934 2.175
C -22.927 -13.223 -2.824
O -19.829 -7.495 3.343
C -15.939 -9.715 -3.592
H -18.739 -6.723 4.880
H -18.237 -1.608 -2.241
C -19.314 -13.380 -0.802
H -22.455 -13.009 -4.854
H -24.314 -4.546 0.509
```

Results
* HOMO energy: -8.52 eV
* SMILES: COC[C@H](C)N.COC[C@H](C)N.COC[C@H](C)N.COC[C@H](C)N.NC(N)=O.NC(N)=O.NC(N)=O.NC(N)=O.CCO.CCO.CCO.CCO
* E: -72849.977 eV
* frontier orbital gap: 8.762 eV
* charge: 0
* spin multiplicity: 1
* LUMO: 0.25 eV

Mulliken population analysis, charges in e, atoms 1 to 99: atom 1 (C): -0.821, atom 2 (H): -0.102, atom 3 (O): -0.490, atom 4 (H): -0.046, atom 5 (H): 0.381, atom 6 (C): 0.793, atom 7 (H): 0.196, atom 8 (N): -0.293, atom 9 (C): -0.798, atom 10 (H): 0.387, atom 11 (H): 0.074, atom 12 (H): 0.022, atom 13 (H): 0.341, atom 14 (H): 0.185, atom 15 (N): -0.520, atom 16 (C): 0.671, atom 17 (N): -0.547, atom 18 (H): 0.229, atom 19 (C): -0.762, atom 20 (H): 0.620, atom 21 (H): 0.230, atom 22 (H): 0.252, atom 23 (H): 0.276, atom 24 (N): -0.514, atom 25 (H): 0.050, atom 26 (H): 0.314, atom 27 (H): -0.035, atom 28 (H): -0.803, atom 29 (N): -0.726, atom 30 (C): -1.668, atom 31 (H): 0.165, atom 32 (H): 0.232, atom 33 (H): 0.300, atom 34 (H): 0.020, atom 35 (C): -0.031, atom 36 (H): 0.409, atom 37 (O): -0.365, atom 38 (H): 0.248, atom 39 (H): 0.266, atom 40 (N): -0.365, atom 41 (N): -0.199, atom 42 (O): -0.726, atom 43 (H): 0.243, atom 44 (H): -0.090, atom 45 (C): 1.936, atom 46 (H): 0.222, atom 47 (C): 0.475, atom 48 (O): -0.163, atom 49 (H): 0.439, atom 50 (H): 0.099, atom 51 (O): 0.619, atom 52 (H): 0.461, atom 53 (N): -0.232, atom 54 (H): -0.068, atom 55 (H): 0.385, atom 56 (C): -1.579, atom 57 (H): 0.355, atom 58 (H): -0.216, atom 59 (H): -0.417, atom 60 (H): 0.322, atom 61 (H): 0.435, atom 62 (H): 0.360, atom 63 (C): -0.210, atom 64 (O): -0.430, atom 65 (H): -0.417, atom 66 (C): 0.474, atom 67 (C): 0.281, atom 68 (H): 0.189, atom 69 (O): -0.795, atom 70 (H): 0.292, atom 71 (H): 0.130, atom 72 (H): 0.332, atom 73 (C): -0.582, atom 74 (H): -0.062, atom 75 (O): -0.431, atom 76 (C): -1.057, atom 77 (H): 0.340, atom 78 (H): -0.263, atom 79 (H): 0.400, atom 80 (C): -0.494, atom 81 (H): 0.211, atom 82 (N): 0.389, atom 83 (H): 0.194, atom 84 (H): -1.091, atom 85 (H): 0.200, atom 86 (H): 0.370, atom 87 (H): 0.224, atom 88 (H): 0.234, atom 89 (H): 0.349, atom 90 (C): -1.432, atom 91 (H): -0.177, atom 92 (C): -0.868, atom 93 (H): 0.087, atom 94 (H): 0.223, atom 95 (H): 0.177, atom 96 (C): 0.280, atom 97 (N): -0.297, atom 98 (H): 0.058, atom 99 (H): 0.229


Record 3
The following is a DFT calculation (ωB97M-V/def2-TZVPD) of 11 unconnected molecules or ions with the total composition C23H52O19 at a distorted geometry.

The geometry in XYZ format:
```
94
Properties=species:S:1:pos:R:3
C 0.920 9.907 4.208
C 0.917 -0.100 -0.860
H 0.989 -0.224 -1.941
C -1.010 -9.491 -4.043
H -0.875 -9.801 -5.079
H -3.770 2.322 -7.598
H 5.832 -7.693 3.089
H 3.886 2.604 -4.121
H -4.521 1.590 9.301
H 2.543 -0.072 2.257
O -2.835 -0.619 9.214
H -3.164 0.882 -8.327
C -2.570 0.177 8.323
H -0.892 8.686 -4.075
O -1.807 -7.335 -4.512
C 1.183 2.085 -0.122
H -0.058 -9.121 -3.661
C -3.338 0.034 10.305
H -0.856 7.539 3.155
O -0.188 9.435 3.639
H -2.143 3.553 -8.439
O 1.210 11.086 4.193
C 1.124 7.607 4.111
H 0.717 -2.194 -7.466
C -0.375 8.106 3.952
O 3.825 1.956 -4.827
C -3.547 1.444 9.768
O -2.767 8.622 -4.353
H 4.980 0.243 -5.155
H -0.945 7.793 4.827
H -3.183 -8.759 -4.286
H -4.470 2.523 1.026
H 0.895 6.904 6.277
C -4.749 2.365 2.068
C -2.850 1.761 -7.764
H 3.381 -6.013 -4.308
H -3.627 2.103 10.632
H -1.609 -7.868 -1.775
C 2.282 -0.604 1.341
H -2.775 0.046 12.350
H 4.225 -6.992 3.136
H -1.377 7.039 -4.172
H -3.170 -8.510 -1.895
H 3.065 -0.435 -0.595
C 1.200 6.564 5.288
H 5.661 -6.127 2.524
C -2.417 -6.337 -3.868
O 0.347 1.115 -0.482
H -1.782 -1.120 11.479
H -3.865 1.958 2.561
H 2.778 -1.547 1.571
O 1.604 8.830 4.620
H -1.814 7.923 -2.710
O 2.438 1.425 0.062
H -1.346 -10.328 -3.431
H 5.047 -6.245 -3.897
H 1.266 -0.956 1.516
H -3.461 8.060 -4.001
C -2.246 -0.136 11.414
O -2.051 -0.185 7.251
H -2.368 1.624 -6.796
C 5.127 -7.077 2.530
O -2.659 1.428 8.770
H 5.411 -8.594 1.359
H 4.492 -4.655 -4.561
H 1.599 -0.627 -7.597
O 4.993 -7.736 1.253
H -0.364 -2.027 -8.943
C -2.220 -8.438 -3.889
O -5.828 1.496 2.290
O -3.013 -6.695 -2.774
O -2.307 -5.198 -4.263
O 1.418 -0.837 -8.516
H 0.233 -0.838 -0.440
C 2.214 0.029 -0.097
H 0.704 5.605 5.137
H 5.604 1.263 -3.983
H -4.293 -0.300 10.708
C -2.467 -7.885 -2.447
H 1.734 7.344 3.246
O 3.979 -5.067 -2.586
H -4.989 3.362 2.438
O -2.086 2.607 -8.590
C 0.649 -2.023 -8.540
H 1.203 -2.724 -9.166
H 5.696 1.718 -5.718
C -1.698 8.009 -3.791
O 1.006 3.316 -0.217
H 2.249 6.279 5.374
H -5.649 0.655 1.864
H 3.915 -5.892 -2.101
H -1.467 0.592 11.190
C 4.255 -5.496 -3.910
C 5.067 1.306 -4.930
```

Results
* HOMO energy: -9.96 eV
* SMILES: C[C@H]1COC(=O)O1.C[C@H]1COC(=O)O1.C[C@H]1COC(=O)O1.C[C@H]1COC(=O)O1.CO.CO.CO.CO.CO.CO.CO
* E: -63587.983 eV
* frontier orbital gap: 10.106 eV
* charge: 0
* spin multiplicity: 1
* LUMO: 0.15 eV

Partial atomic charges computed with the Mulliken method, in multiples of e: atom 1 (C): 0.697, atom 2 (C): -0.440, atom 3 (H): 0.276, atom 4 (C): -1.277, atom 5 (H): 0.350, atom 6 (H): 0.276, atom 7 (H): 0.234, atom 8 (H): 0.309, atom 9 (H): 0.343, atom 10 (H): 0.319, atom 11 (O): -0.293, atom 12 (H): 0.207, atom 13 (C): 0.665, atom 14 (H): 0.200, atom 15 (O): -0.280, atom 16 (C): 0.693, atom 17 (H): 0.307, atom 18 (C): 0.262, atom 19 (H): 0.335, atom 20 (O): -0.326, atom 21 (H): 0.303, atom 22 (O): -0.556, atom 23 (C): 0.303, atom 24 (H): 0.203, atom 25 (C): -0.458, atom 26 (O): -0.484, atom 27 (C): -0.494, atom 28 (O): -0.472, atom 29 (H): 0.215, atom 30 (H): 0.291, atom 31 (H): 0.317, atom 32 (H): 0.242, atom 33 (H): 0.362, atom 34 (C): -0.480, atom 35 (C): -0.479, atom 36 (H): 0.210, atom 37 (H): 0.361, atom 38 (H): 0.296, atom 39 (C): -1.330, atom 40 (H): 0.343, atom 41 (H): 0.237, atom 42 (H): 0.239, atom 43 (H): 0.317, atom 44 (H): 0.342, atom 45 (C): -1.366, atom 46 (H): 0.249, atom 47 (C): 0.645, atom 48 (O): -0.348, atom 49 (H): 0.332, atom 50 (H): 0.228, atom 51 (H): 0.365, atom 52 (O): -0.334, atom 53 (H): 0.240, atom 54 (O): -0.385, atom 55 (H): 0.382, atom 56 (H): 0.233, atom 57 (H): 0.322, atom 58 (H): 0.303, atom 59 (C): -1.220, atom 60 (O): -0.634, atom 61 (H): 0.209, atom 62 (C): -0.554, atom 63 (O): -0.332, atom 64 (H): 0.312, atom 65 (H): 0.208, atom 66 (H): 0.323, atom 67 (O): -0.477, atom 68 (H): 0.183, atom 69 (C): 0.310, atom 70 (O): -0.506, atom 71 (O): -0.272, atom 72 (O): -0.596, atom 73 (O): -0.502, atom 74 (H): 0.257, atom 75 (C): 0.505, atom 76 (H): 0.396, atom 77 (H): 0.260, atom 78 (H): 0.346, atom 79 (C): -0.501, atom 80 (H): 0.313, atom 81 (O): -0.473, atom 82 (H): 0.218, atom 83 (O): -0.516, atom 84 (C): -0.396, atom 85 (H): 0.190, atom 86 (H): 0.262, atom 87 (C): -0.510, atom 88 (O): -0.576, atom 89 (H): 0.343, atom 90 (H): 0.299, atom 91 (H): 0.290, atom 92 (H): 0.320, atom 93 (C): -0.468, atom 94 (C): -0.562